Entry 1:
{
  "formula": "C16H37AlN4O8P",
  "method": "ωB97M-V/def2-TZVPD",
  "gap_ha": 0.26914,
  "e_lumo_ev": 2.390,
  "e_above_lowest_kj_mol": 0.0,
  "charge": -1,
  "homo_energy_ha": -0.181,
  "elements": ["C", "C", "O", "O", "C", "O", "C", "Al", "P", "O", "H", "H", "H", "H", "H", "H", "H", "H", "H", "C", "O", "N", "C", "C", "H", "H", "H", "H", "H", "H", "H", "C", "O", "N", "C", "C", "H", "H", "H", "H", "H", "H", "H", "C", "O", "N", "C", "C", "H", "H", "H", "H", "H", "H", "H", "C", "O", "N", "C", "C", "H", "H", "H", "H", "H", "H", "H"],
  "xyz": [[0.0993, 1.1076, -0.5217], [-0.5980, 0.8987, -1.8288], [-0.2931, 1.4113, -2.8579], [-1.6191, -0.0354, -1.8877], [-2.7068, -0.1053, -0.9657], [-2.5045, -0.2358, 0.2171], [-3.9874, -0.0511, -1.6672], [-5.1162, 1.5719, -1.0761], [-3.9323, 3.4907, -1.9465], [-4.4276, 4.8584, -1.5404], [-0.0230, 0.2503, 0.1400], [1.1623, 1.2671, -0.7287], [-0.2908, 1.9935, -0.0062], [-4.5868, -0.9169, -1.3527], [-3.8463, -0.0695, -2.7480], [-5.1241, 1.7087, 0.5177], [-6.5782, 1.4692, -1.7412], [-3.8003, 3.4004, -3.3618], [-2.5515, 3.3525, -1.6162], [2.6469, 3.6392, 0.2639], [2.7214, 2.8322, -0.6435], [2.3326, 4.9389, 0.0818], [2.2247, 5.8634, 1.1864], [2.0720, 5.3992, -1.2713], [2.8111, 3.3614, 1.3167], [1.2169, 6.2792, 1.2528], [2.9340, 6.6888, 1.0806], [2.4398, 5.3352, 2.1134], [1.2441, 4.8460, -1.7151], [2.9481, 5.2497, -1.9038], [1.8223, 6.4576, -1.2394], [1.2846, 0.3277, 3.0298], [1.7052, 1.3512, 2.5169], [1.9506, -0.8406, 3.0108], [1.4414, -2.0472, 3.6313], [3.2255, -0.8857, 2.3175], [0.3099, 0.2727, 3.5425], [2.1240, -2.4013, 4.4081], [1.3081, -2.8442, 2.9018], [0.4767, -1.8354, 4.0896], [3.9318, -0.1832, 2.7642], [3.1008, -0.6187, 1.2687], [3.6211, -1.8962, 2.3835], [-1.3630, -4.9186, 2.3787], [-0.3802, -4.7016, 3.0682], [-1.8303, -4.1053, 1.4208], [-3.0127, -4.4263, 0.6512], [-1.1426, -2.8483, 1.1400], [-1.9704, -5.8347, 2.4958], [-2.7782, -4.4921, -0.4138], [-3.7809, -3.6622, 0.7840], [-3.4111, -5.3855, 0.9794], [-0.1110, -3.0291, 0.8388], [-1.1292, -2.2263, 2.0311], [-1.6701, -2.3178, 0.3567], [2.4159, -1.6766, -1.0211], [1.9464, -1.8039, 0.0943], [1.8613, -2.1698, -2.1439], [2.4599, -1.9744, -3.4455], [0.6141, -2.9100, -2.0370], [3.3544, -1.1273, -1.2104], [1.7851, -1.4267, -4.1061], [2.7043, -2.9317, -3.9126], [3.3765, -1.3978, -3.3362], [-0.1626, -2.2763, -1.6085], [0.7444, -3.7793, -1.3901], [0.3106, -3.2345, -3.0293]]
}


Entry 2:
{
  "formula": "C16H37CrF2O21PS3V",
  "method": "ωB97M-V/def2-TZVPD",
  "gap_ha": [0.23584, 0.15005],
  "e_lumo_ev": [-10.721, -12.930],
  "s2": 12.061,
  "spin_multiplicity": 7,
  "charge": 3,
  "homo_energy_ha": [-0.630, -0.625],
  "elements": ["O", "V", "Cr", "O", "C", "O", "O", "H", "O", "P", "O", "F", "F", "O", "S", "O", "O", "C", "C", "C", "H", "H", "H", "H", "H", "H", "H", "H", "O", "S", "O", "O", "C", "C", "C", "H", "H", "H", "H", "H", "H", "H", "H", "O", "S", "O", "O", "C", "C", "C", "H", "H", "H", "H", "H", "H", "H", "H", "C", "O", "C", "O", "O", "C", "H", "H", "H", "H", "H", "H", "C", "O", "C", "O", "O", "C", "H", "H", "H", "H", "H", "H"],
  "xyz": [[-21.5642, -25.5280, 1.7790], [-22.8598, -26.2765, 2.2205], [-23.1516, -30.5487, 4.1614], [-26.5960, -27.9594, 3.3173], [-25.3146, -28.1649, 3.5357], [-24.8088, -29.2838, 3.7765], [-24.5033, -27.2728, 3.2565], [-26.3753, -27.0744, 3.0180], [-21.9801, -26.6742, 4.1336], [-21.8747, -27.5860, 5.3483], [-22.5188, -28.9539, 5.2729], [-22.5126, -26.8689, 6.6786], [-20.3199, -27.7863, 5.8334], [-26.7419, -24.8522, 4.0062], [-27.6256, -24.6827, 2.8218], [-27.9083, -25.8079, 1.9381], [-29.1010, -24.0099, 3.2095], [-29.1336, -22.8881, 4.2016], [-29.7828, -21.5553, 3.7186], [-26.9145, -23.1610, 1.7608], [-28.2030, -22.7183, 4.7431], [-29.6357, -23.1771, 5.1249], [-30.7274, -21.6664, 3.1861], [-29.0895, -21.0185, 3.0712], [-29.9749, -20.8791, 4.5516], [-26.5799, -22.4172, 2.4840], [-27.6791, -22.6919, 1.1417], [-26.2268, -23.5522, 1.0110], [-24.1643, -31.4148, 8.5114], [-24.8615, -30.7682, 7.3496], [-24.3971, -31.0351, 5.9393], [-26.5184, -31.1281, 7.5033], [-27.1804, -31.1345, 8.8102], [-28.4981, -31.8830, 8.7643], [-24.9106, -28.9571, 7.5585], [-27.3647, -30.1615, 9.2657], [-26.5762, -31.7340, 9.4911], [-29.2369, -31.6363, 8.0018], [-29.1111, -31.7390, 9.6541], [-28.2495, -32.9189, 8.5339], [-25.4794, -28.4799, 6.7605], [-23.8833, -28.6076, 7.4560], [-25.3011, -28.6338, 8.5235], [-24.3160, -22.0807, 3.0480], [-23.6711, -23.1430, 3.7840], [-23.6264, -24.4805, 3.1943], [-22.0474, -22.7372, 4.1497], [-21.7866, -21.5342, 4.7377], [-20.5722, -21.7867, 5.6471], [-24.3548, -23.1728, 5.5482], [-22.5681, -21.1136, 5.3706], [-21.5407, -20.9268, 3.8667], [-20.8338, -22.0772, 6.6646], [-20.0155, -20.8549, 5.7473], [-19.8775, -22.4496, 5.1314], [-25.2968, -23.7136, 5.6394], [-24.3479, -22.1396, 5.8954], [-23.5774, -23.7529, 6.0454], [-29.2570, -28.9571, 1.6494], [-30.2120, -29.7950, 1.1980], [-30.6536, -30.0501, -0.1420], [-31.5268, -30.7981, -0.4446], [-30.0377, -29.1463, -0.8922], [-30.2991, -29.1228, -2.2336], [-28.5743, -29.7030, 2.0563], [-29.5095, -28.2886, 2.4724], [-28.8277, -28.3764, 0.8330], [-31.3758, -29.1959, -2.3869], [-29.7628, -29.9179, -2.7516], [-30.0933, -28.1268, -2.6255], [-32.1241, -24.8287, 5.1068], [-31.1419, -25.5080, 5.9541], [-30.4582, -26.5233, 5.3961], [-30.5966, -26.9081, 4.2204], [-29.7100, -27.0625, 6.3661], [-28.4408, -27.7071, 6.0369], [-32.8328, -25.6168, 4.8523], [-31.6134, -24.4824, 4.2083], [-32.7243, -24.0301, 5.5431], [-28.3533, -28.6665, 6.5469], [-27.6366, -27.0000, 6.2401], [-28.2106, -28.0645, 5.0332]]
}


Entry 3:
{
  "formula": "C16H37N7O8SSn",
  "method": "ωB97M-V/def2-TZVPD",
  "gap_ha": 0.34042,
  "e_lumo_ev": -5.066,
  "e_above_lowest_kj_mol": 251.3,
  "charge": 2,
  "homo_energy_ha": -0.527,
  "elements": ["Sn", "N", "N", "C", "O", "O", "H", "H", "H", "N", "C", "C", "C", "C", "N", "C", "N", "N", "C", "O", "O", "H", "H", "H", "H", "H", "H", "H", "H", "H", "H", "H", "H", "H", "H", "C", "C", "C", "O", "H", "H", "H", "H", "H", "H", "O", "N", "O", "C", "C", "C", "S", "O", "C", "C", "C", "H", "H", "H", "H", "H", "H", "H", "H", "H", "H", "H", "H", "H", "H"],
  "xyz": [[0.9899, -1.5742, 0.8081], [0.9203, -1.4622, 3.5780], [1.6875, -0.5117, 4.2711], [2.8833, -0.0152, 3.8458], [3.4839, 0.8737, 4.3684], [3.2963, -0.7008, 2.7157], [-0.0457, -1.2942, 3.8285], [1.1469, -2.4009, 3.8941], [1.4116, -0.2400, 5.1985], [-1.4131, -1.4039, 0.7361], [-1.8366, -2.6805, 0.1125], [-3.3392, -2.8805, 0.0309], [-4.1060, -1.8249, -0.7737], [-3.7600, -1.7593, -2.2651], [-2.4375, -1.1719, -2.5634], [-2.1079, 0.1056, -2.4396], [-0.8232, 0.4613, -2.5100], [-3.0487, 1.0294, -2.2236], [-1.1169, -3.8185, 0.8735], [-1.6741, -4.8686, 1.0702], [0.1160, -3.5001, 1.1854], [-1.7804, -1.3730, 1.6842], [-1.7982, -0.5958, 0.2587], [-1.3815, -2.7250, -0.8789], [-3.7401, -2.9093, 1.0474], [-3.5170, -3.8731, -0.3857], [-3.9939, -0.8313, -0.3239], [-5.1680, -2.0679, -0.7060], [-4.5223, -1.1989, -2.8074], [-3.7555, -2.7602, -2.6914], [-1.6781, -1.8071, -2.7437], [-0.0929, -0.2419, -2.4675], [-0.5472, 1.4196, -2.3740], [-4.0206, 0.8056, -2.3558], [-2.8057, 2.0055, -2.2353], [1.3443, -2.5634, -4.0354], [1.2527, -2.7168, -2.5546], [1.9508, -3.8779, -1.9222], [0.6330, -1.8994, -1.8667], [2.3904, -2.6205, -4.3495], [0.9100, -1.6261, -4.3785], [0.8357, -3.4033, -4.5183], [1.9619, -4.7482, -2.5766], [1.5039, -4.1327, -0.9615], [2.9950, -3.5893, -1.7517], [5.4848, -0.2560, 3.1743], [4.7126, -0.4593, 2.3062], [4.7922, -0.5168, 1.1147], [1.1862, 4.5162, -2.2562], [0.9221, 3.8600, -0.8983], [2.0403, 2.8901, -0.5545], [1.9112, 1.9090, 0.9549], [0.7516, 0.9308, 0.7262], [1.3437, 3.1063, 2.1945], [-0.1627, 3.2938, 2.2832], [-0.5183, 4.1610, 3.4924], [0.4062, 5.2418, -2.4890], [1.2165, 3.7754, -3.0605], [2.1420, 5.0444, -2.2523], [-0.0356, 3.3291, -0.9191], [0.8505, 4.6357, -0.1357], [3.0001, 3.4091, -0.4589], [2.1548, 2.1241, -1.3259], [1.8835, 4.0346, 1.9858], [1.7362, 2.7053, 3.1319], [-0.6355, 2.3150, 2.3662], [-0.5457, 3.7634, 1.3787], [-0.2511, 3.6698, 4.4307], [-1.5892, 4.3639, 3.5097], [0.0008, 5.1212, 3.4542]]
}


Summary of molecular weight in g mol⁻¹
471.45, 833.56, 606.29
(order as listed above)
Summary of electronic energy in a.u.
-2036.68310, -5934.93544, -2228.99362
(order as listed above)